[1]
DFT (ωB97M-V/def2-TZVPD) results for C36H32Br2F3GeMnN2O6S as an isolated structure.

The geometry in ORCA input format:
```
! RIJCOSX wB97M-V def2-TZVPD def2/J DEFGRID3
* xyz 0 5
Mn 0.03913 0.27568 0.99171
Br -0.61857 5.16726 0.49681
C 0.88117 4.11289 0.08978
C 2.06996 4.73281 -0.34747
C 3.18028 4.00198 -0.65795
Br 4.74467 4.88824 -1.24211
C 3.16903 2.58944 -0.54104
C 4.23531 1.70912 -0.82350
C 4.06884 0.36035 -0.66095
C 2.84093 -0.14177 -0.20157
N 1.83654 0.65967 0.07571
C 1.97458 2.00440 -0.09623
C 0.80611 2.74547 0.21375
O -0.26487 2.06482 0.57978
H 2.08861 5.80981 -0.43712
H 5.17787 2.11186 -1.16896
H 4.86985 -0.33158 -0.87582
H 2.67130 -1.19987 -0.05375
O -1.59955 0.12901 2.01207
C -2.22040 -0.73954 1.28195
O -1.79732 -0.96028 0.13633
C -3.39670 -1.48314 1.83647
C -3.45368 -2.94440 1.38347
Ge -3.31950 -3.36718 -0.54588
C -3.95611 -5.22829 -0.64985
C -4.22936 -5.99980 0.47747
C -4.64248 -7.32234 0.36234
C -4.79415 -7.89463 -0.89070
C -4.52463 -7.14264 -2.02702
C -4.10502 -5.82700 -1.90273
C -4.70147 -2.24469 -1.39338
C -5.93777 -2.80043 -1.72390
C -6.95925 -2.02421 -2.25629
C -6.76359 -0.66812 -2.46901
C -5.54157 -0.09534 -2.14577
C -4.52447 -0.87582 -1.61282
C -1.69442 -3.42291 -1.63283
C -1.38219 -2.40804 -2.53478
C -0.25626 -2.49369 -3.34156
C 0.58064 -3.59867 -3.25287
C 0.27960 -4.61754 -2.36121
C -0.85409 -4.53059 -1.56383
H -4.28935 -0.94355 1.50229
H -3.36083 -1.40656 2.92306
H -4.45561 -3.32771 1.59668
H -2.74752 -3.54333 1.96055
H -4.11655 -5.57386 1.46761
H -4.84361 -7.90511 1.25274
H -5.11772 -8.92373 -0.98352
H -4.63623 -7.58497 -3.00926
H -3.88281 -5.25651 -2.79929
H -6.11066 -3.85918 -1.56721
H -7.90868 -2.48170 -2.50578
H -7.55831 -0.06062 -2.88333
H -5.37817 0.96314 -2.30766
H -3.58038 -0.40632 -1.36417
H -2.02017 -1.53599 -2.61344
H -0.03411 -1.69784 -4.04240
H 1.45864 -3.66862 -3.88349
H 0.92349 -5.48533 -2.28815
H -1.07823 -5.33574 -0.87476
F 2.59212 -1.82715 3.41427
C 2.14349 -2.93607 2.81131
F 2.99021 -3.23785 1.82129
F 2.15540 -3.92908 3.69795
S 0.43971 -2.68200 2.16050
O -0.33190 -2.25813 3.29148
O 0.10338 -3.90382 1.50765
O 0.71879 -1.56939 1.19259
C -0.48226 -0.37657 5.87344
C 0.38411 0.84670 5.54918
C 1.68222 0.83178 6.36530
C -0.40134 2.14398 5.78681
C 0.72897 0.79657 4.12224
N 0.96955 0.75958 3.00271
H -0.80373 -0.30106 6.91333
H 0.07321 -1.30216 5.73701
H -1.35863 -0.41694 5.22832
H 1.42897 0.85480 7.42575
H 2.30212 1.69938 6.13914
H 2.25691 -0.07279 6.16747
H -0.68750 2.19162 6.83800
H -1.30469 2.16702 5.17779
H 0.20180 3.02064 5.55054
*
```

The calculation puts the energy above the lowest of the compared OMol25 structures with the same formula, charge and spin at 0.000 eV. The HOMO-LUMO gap (alpha / beta) comes out at 7.13 / 7.42 eV.

Atom charges from the Löwdin analysis, given in e for atoms 1 to 2: 1.0491, 0.8137

[2]
DFT (ωB97M-V/def2-TZVPD) results for C36H32CoN5O5S2 as an isolated structure.

The geometry in ORCA input format:
```
! RIJCOSX wB97M-V def2-TZVPD def2/J DEFGRID3
* xyz 1 2
Co -0.45828 0.32754 0.14530
C -2.14738 4.91030 -1.48395
N -2.21984 3.45701 -1.59372
C -2.64818 2.92129 -2.88415
C -1.77813 2.63848 -0.64599
O -1.85994 1.40510 -0.74660
C -1.16607 3.25634 0.61402
O -0.55576 2.24347 1.38085
C -1.03154 1.97470 2.67354
C -1.69921 0.59873 2.68391
O -1.73863 -0.06376 1.63673
N -2.22991 0.15478 3.82137
C -2.22309 0.90230 5.07225
C -2.83097 -1.17280 3.88200
H -2.99573 5.33783 -2.01449
H -2.21235 5.23663 -0.45043
H -1.22731 5.29574 -1.92695
H -3.65691 3.26849 -3.10546
H -1.96985 3.26952 -3.66396
H -2.62463 1.83793 -2.85175
H -0.40785 3.99599 0.35384
H -1.95781 3.75582 1.18042
H -0.18292 1.98234 3.36216
H -1.73464 2.74150 3.00722
H -1.66813 1.82926 4.98877
H -3.24442 1.13607 5.37484
H -1.75770 0.30037 5.85289
H -2.88437 -1.59425 2.88503
H -2.22947 -1.82088 4.52110
H -3.83355 -1.09508 4.30182
S -3.73009 -2.50993 -3.86725
C -4.53323 -3.69269 -4.79412
C -4.09650 -4.94734 -4.49801
C -3.10477 -4.94225 -3.48178
C -2.80896 -3.68925 -3.02537
C -1.84288 -3.31703 -1.97713
C -1.73307 -1.98078 -1.53213
N -0.88579 -1.60128 -0.60567
C -0.05209 -2.51360 -0.07180
C -0.08082 -3.85868 -0.41961
C 0.84630 -4.76407 0.21167
C 1.74780 -4.31736 1.10873
C 1.82200 -2.91837 1.45120
C 2.77818 -2.38839 2.33127
C 2.83564 -1.03685 2.57351
C 1.89105 -0.22134 1.91617
N 0.97009 -0.69732 1.10593
C 0.92733 -2.03079 0.86385
C 3.84264 -0.41877 3.45359
C 4.00568 0.90596 3.74421
C 5.09113 1.14968 4.62958
C 5.72476 0.00242 4.99390
S 5.03404 -1.36488 4.24771
C -1.01183 -4.24608 -1.39593
H -5.27617 -3.40043 -5.51881
H -4.46854 -5.84013 -4.97840
H -2.64407 -5.84297 -3.10115
H -2.35593 -1.19906 -1.95031
H 0.81091 -5.81340 -0.05355
H 2.44465 -5.00320 1.57387
H 3.48600 -3.06360 2.80037
H 1.91273 0.85510 2.01435
H 3.39078 1.69348 3.33047
H 5.38360 2.12962 4.97618
H 6.57259 -0.11170 5.64996
H -1.05118 -5.28476 -1.70057
O -0.30372 0.15692 -3.11045
C 0.62949 0.70377 -2.56269
N 0.76086 0.92312 -1.19823
C 1.88619 1.68077 -0.95454
O 2.26295 2.07858 0.13491
C 2.57063 1.93894 -2.26540
C 3.73250 2.61905 -2.55838
C 4.09491 2.70559 -3.90217
C 3.30730 2.12936 -4.89710
C 2.13256 1.44718 -4.58100
C 1.79486 1.36408 -3.24791
H 4.33171 3.06910 -1.77732
H 5.00026 3.22956 -4.18021
H 3.61692 2.21223 -5.93093
H 1.51516 0.99104 -5.34416
*
```

The calculation puts the energy above the lowest of the compared OMol25 structures with the same formula, charge and spin at 0.000 eV. The HOMO-LUMO gap (alpha / beta) comes out at 7.47 / 7.48 eV.

Atom charges from the Löwdin analysis, given in e for atoms 1 to 2: 0.5530, -0.0171

[3]
DFT (ωB97M-V/def2-TZVPD) results for C36H32CrF3IN5O5PS3 as an isolated structure at a distorted geometry.

The geometry in ORCA input format:
```
! RIJCOSX wB97M-V def2-TZVPD def2/J DEFGRID3
* xyz -1 2
Cr 0.32627 -0.39364 0.12554
N -3.05870 -0.37071 0.32487
C -3.25557 -0.48188 -1.01975
C -4.33646 -1.13863 -1.56506
C -4.56575 -1.13949 -2.95317
C -3.75254 -0.43910 -3.79766
C -2.61853 0.22695 -3.26971
C -1.77991 1.03738 -4.06576
C -0.74170 1.69223 -3.48791
C -0.42475 1.42180 -2.14068
N -1.13441 0.62245 -1.37444
C -2.30461 0.12718 -1.89966
H -2.48006 0.38293 0.66916
H -3.76269 -0.72577 0.94253
H -5.03265 -1.63991 -0.90023
H -5.43065 -1.66260 -3.34709
H -3.96389 -0.37102 -4.85989
H -1.99397 1.14363 -5.12611
H -0.11452 2.36901 -4.05360
H 0.45922 1.86125 -1.69986
S -0.71832 -2.52022 -0.58697
C 0.41878 -3.87590 -0.73336
C 0.26835 -4.73339 -1.82992
C 1.04821 -5.87852 -1.95944
C 2.00219 -6.18857 -1.00171
C 2.17742 -5.33295 0.08234
C 1.39376 -4.19082 0.22292
H -0.47911 -4.49420 -2.57948
H 0.91076 -6.52772 -2.81839
H 2.60968 -7.08091 -1.09994
H 2.93266 -5.55087 0.83260
H 1.53900 -3.53096 1.06651
O 3.00205 -1.62669 3.36009
S 2.74517 -0.81252 2.16161
N 1.58000 -1.12572 1.31875
N 1.50864 -0.45827 -1.31536
P 2.55631 -0.89332 -2.33371
C 1.89352 -1.43984 -3.94495
C 0.52246 -1.64946 -4.03420
C -0.05291 -2.01389 -5.24984
C 0.74322 -2.16361 -6.37781
C 2.11708 -1.95120 -6.29424
C 2.68867 -1.58494 -5.08327
C 3.66101 0.46505 -2.86413
C 3.13183 1.41557 -3.74146
C 3.86313 2.53837 -4.10034
C 5.13977 2.72771 -3.58185
C 5.67638 1.78867 -2.71271
C 4.94079 0.66350 -2.35314
C 3.71648 -2.20594 -1.82654
C 4.34366 -2.04254 -0.58855
C 5.22430 -3.00045 -0.10855
C 5.47937 -4.14182 -0.86119
C 4.84236 -4.32557 -2.08009
C 3.95939 -3.36376 -2.56215
H -0.08498 -1.52886 -3.14083
H -1.12574 -2.17188 -5.30783
H 0.29692 -2.43982 -7.32741
H 2.73827 -2.06760 -7.17544
H 3.75737 -1.40463 -5.02356
H 2.14168 1.25742 -4.15056
H 3.44123 3.26571 -4.78442
H 5.71689 3.60016 -3.86207
H 6.67423 1.93109 -2.30979
H 5.37518 -0.06549 -1.67979
H 4.11866 -1.16159 -0.00225
H 5.69517 -2.86727 0.86050
H 6.16275 -4.89635 -0.48828
H 5.01659 -5.23160 -2.65243
H 3.45217 -3.52285 -3.50539
N -1.45463 -2.50656 2.47574
C -1.17554 -1.25609 2.78938
O -0.76062 -0.41650 1.99565
C -1.40924 -0.81945 4.22047
I -3.51519 -0.71875 4.62385
H -1.25749 -2.81132 1.50495
H -1.70873 -3.16840 3.18598
H -1.02890 0.17878 4.38539
H -1.00843 -1.52425 4.94353
F 1.62873 3.46608 3.10084
C 0.50399 2.74053 2.99245
F 0.73269 1.55705 3.58035
F -0.47120 3.35757 3.67781
S 0.02979 2.62128 1.21093
O 0.25360 3.97174 0.77005
O 0.99976 1.62651 0.66727
O -1.34518 2.19321 1.20221
*
```

The calculation puts the energy above the lowest of the compared OMol25 structures with the same formula, charge and spin at 0.859 eV. The HOMO-LUMO gap (alpha / beta) comes out at 6.75 / 6.61 eV.

Atom charges from the Löwdin analysis, given in e for atoms 1 to 2: 0.4711, 0.1467

[4]
DFT (ωB97M-V/def2-TZVPD) results for C36H32CrF3IN5O5PS3 as an isolated structure.

The geometry in ORCA input format:
```
! RIJCOSX wB97M-V def2-TZVPD def2/J DEFGRID3
* xyz -1 4
Cr -0.14365 -0.11574 0.23245
N 3.12254 -1.33447 -0.81233
C 3.32182 -0.30803 -1.71054
C 4.59112 0.12708 -2.01838
C 4.82221 1.05480 -3.04627
C 3.78715 1.52995 -3.79770
C 2.46473 1.13058 -3.49022
C 1.36161 1.58627 -4.24762
C 0.10871 1.19099 -3.90861
C -0.06240 0.41439 -2.74452
N 0.92559 -0.01513 -1.99144
C 2.20601 0.26499 -2.40405
H 3.76843 -1.32304 -0.03689
H 2.17448 -1.41574 -0.48198
H 5.42866 -0.29257 -1.47331
H 5.83847 1.36546 -3.25571
H 3.94959 2.21385 -4.62171
H 1.54142 2.24502 -5.08990
H -0.76972 1.50359 -4.45684
H -1.06362 0.18920 -2.41126
S 1.88680 0.68062 1.20671
C 1.46296 2.19930 2.01618
C 0.44321 2.28979 2.96245
C 0.19216 3.48924 3.61277
C 0.96418 4.61351 3.35216
C 1.99088 4.52906 2.42210
C 2.23489 3.33381 1.76049
H -0.16184 1.41821 3.16877
H -0.61881 3.54065 4.33044
H 0.75907 5.54826 3.86024
H 2.60350 5.39659 2.20218
H 3.03885 3.26750 1.03827
O -2.85980 -0.76889 3.71689
S -2.53323 -0.66260 2.29227
N -1.14786 -0.33516 1.92043
N -0.77920 1.59234 -0.18359
P -1.37385 2.93931 -0.52591
C -2.74343 2.78738 -1.74254
C -3.65548 1.75523 -1.50710
C -4.67911 1.49262 -2.40202
C -4.79609 2.24165 -3.56642
C -3.87831 3.24625 -3.82861
C -2.85941 3.51712 -2.92186
C -2.11142 3.85834 0.87444
C -1.78129 5.15911 1.23686
C -2.36293 5.75282 2.35061
C -3.26498 5.04604 3.12812
C -3.57802 3.73335 2.79568
C -3.00468 3.14924 1.67973
C -0.19135 4.08758 -1.31586
C 1.08180 3.56551 -1.51792
C 2.06481 4.32627 -2.13675
C 1.78191 5.61759 -2.55470
C 0.51185 6.14917 -2.35700
C -0.46957 5.38561 -1.74330
H -3.52801 1.11368 -0.64315
H -5.36681 0.68060 -2.20300
H -5.58786 2.02708 -4.27363
H -3.94568 3.81989 -4.74539
H -2.14320 4.29360 -3.15612
H -1.04442 5.71367 0.67244
H -2.08723 6.76512 2.62094
H -3.70850 5.50605 4.00296
H -4.25600 3.15723 3.41287
H -3.23006 2.11579 1.44874
H 1.28637 2.55707 -1.16964
H 3.05144 3.90395 -2.28862
H 2.54863 6.21417 -3.03451
H 0.28746 7.15779 -2.68208
H -1.45875 5.80599 -1.59864
N 0.90419 -4.18011 -0.31342
C 0.76122 -3.30052 0.67518
O 0.42431 -2.13501 0.48607
C 1.09559 -3.71027 2.08924
I 0.17276 -5.52308 2.70744
H 0.48441 -3.92131 -1.20974
H 0.94341 -5.15933 -0.08259
H 0.76913 -2.91617 2.75200
H 2.16776 -3.86694 2.18183
F -4.51947 -1.70561 -1.77499
C -3.47983 -2.26741 -2.40005
F -3.86911 -3.46841 -2.85181
F -3.17321 -1.50853 -3.45888
S -2.03793 -2.45518 -1.27416
O -1.00894 -2.99673 -2.13837
O -2.50786 -3.31981 -0.22589
O -1.81820 -1.05782 -0.88285
*
```

The calculation puts the energy above the lowest of the compared OMol25 structures with the same formula, charge and spin at 1.746 eV. The HOMO-LUMO gap (alpha / beta) comes out at 6.75 / 6.83 eV.

Atom charges from the Löwdin analysis, given in e for atoms 1 to 2: 0.4613, 0.1060

[5]
DFT (ωB97M-V/def2-TZVPD) results for C36H32F6IN13O2Ru as an isolated structure at a distorted geometry.

The geometry in ORCA input format:
```
! RIJCOSX wB97M-V def2-TZVPD def2/J DEFGRID3
* xyz 1 2
Ru 0.10819 0.10245 0.00244
C -4.53533 -2.59656 -1.88681
N -3.82599 -1.51486 -1.24802
C -2.59553 -1.49962 -0.72811
N -2.25854 -0.25549 -0.43025
C -3.34092 0.46639 -0.79788
N -4.29581 -0.27000 -1.29813
C -4.35075 -2.44692 -3.38119
C -5.40369 -2.07526 -4.20502
C -5.19900 -1.89211 -5.56542
C -3.94404 -2.06198 -6.11386
C -2.87607 -2.39854 -5.28414
C -3.08309 -2.59762 -3.92076
C -1.54856 -2.51348 -5.83421
N -1.18458 -2.41715 -7.08044
N 0.13144 -2.57193 -7.12927
C 0.55383 -2.76122 -5.91280
O -0.47763 -2.73085 -5.03470
C 1.90653 -2.96407 -5.45588
C 2.96641 -2.88720 -6.35666
C 4.25761 -3.02215 -5.88635
C 4.49237 -3.24178 -4.53858
C 3.43799 -3.35236 -3.63782
C 3.74685 -3.63128 -2.18379
N 2.72255 -3.14663 -1.30088
C 2.14487 -1.94702 -1.30892
N 1.20598 -1.90788 -0.37324
C 1.26305 -3.13373 0.19677
N 2.16740 -3.89997 -0.35418
C 2.14212 -3.21222 -4.10346
H -5.59176 -2.52618 -1.62068
H -4.12433 -3.54370 -1.52819
H -1.98790 -2.36724 -0.55387
H -3.41491 1.52880 -0.69802
H -6.38722 -1.92905 -3.78754
H -6.02337 -1.60238 -6.19578
H -3.76358 -1.93617 -7.16955
H -2.24886 -2.87316 -3.29014
H 2.75703 -2.71820 -7.40017
H 5.09034 -2.94175 -6.56683
H 5.50530 -3.33783 -4.17962
H 4.69992 -3.15871 -1.92562
H 3.83472 -4.70721 -2.00393
H 2.41671 -1.15277 -1.97459
H 0.63744 -3.43448 1.01231
H 1.29483 -3.29690 -3.43727
I 1.36479 0.86984 -3.70428
C -0.28389 0.50287 -2.40688
H -1.07854 1.19223 -2.67965
H -0.58621 -0.53265 -2.57715
C 1.63644 3.37386 -1.06915
C 2.52738 2.39036 -0.40843
N 2.20723 1.13099 -0.17283
C 3.27785 0.54974 0.44686
C 4.26733 1.47176 0.56836
N 3.78451 2.63616 0.02787
C 4.50590 3.89462 -0.00817
N 5.35801 4.00340 1.12993
N 6.69534 3.91416 1.02463
N 7.22629 3.91046 2.16202
C 6.26552 3.97308 3.12618
C 6.32705 3.94712 4.51798
C 5.12711 3.97148 5.18913
C 3.89632 4.02089 4.51968
C 3.81413 4.05717 3.14564
C 5.01735 4.02949 2.45740
H 0.65231 2.91380 -1.19215
H 2.02847 3.65739 -2.04596
H 1.51394 4.27604 -0.47218
H 3.25479 -0.46836 0.78753
H 5.24574 1.38855 0.99350
H 3.78037 4.71651 -0.03231
H 5.14293 3.94862 -0.90058
H 7.27516 3.89321 5.02719
H 5.12849 3.94205 6.26667
H 2.98976 4.02030 5.10387
H 2.86497 4.08683 2.63662
C -2.26338 1.61607 2.63671
C -0.88038 0.98390 2.89050
O -0.57487 -0.04803 2.08897
C 0.19369 2.07479 2.64749
F 0.15440 3.14350 3.43630
F 0.04418 2.53769 1.36690
F 1.43984 1.59110 2.68947
C -0.81520 0.54863 4.38719
F 0.39908 0.14171 4.76087
F -1.66488 -0.45054 4.61337
F -1.15993 1.55035 5.21022
H -2.35165 1.83762 1.57409
H -2.38042 2.53068 3.21333
H -3.03432 0.90413 2.91646
*
```

The calculation puts the energy above the lowest of the compared OMol25 structures with the same formula, charge and spin at 3.598 eV. The HOMO-LUMO gap (alpha / beta) comes out at 6.29 / 6.47 eV.

Atom charges from the Löwdin analysis, given in e for atoms 1 to 2: 1.2752, -0.0622